(1)
This record from the OMol25 dataset describes a molecular structure, C33H96O16V. The level of theory is wB97M-V/def2-TZVPD.

F_max (eV/Å): 3.1
⟨S²⟩: 3.76
E_tot (Ha): -3462.5454
Frontier orbital gap (alpha / beta) (eV): 7.81 / 8.06
LUMO level (alpha / beta) (hartree): -0.0014 / -0.0015

Structure (ORCA input):
```
! RIJCOSX wB97M-V def2-TZVPD def2/J DEFGRID3
* xyz 0 4
H 7.337 -19.818 9.229
H 8.413 -16.127 10.983
H 9.643 -17.813 13.752
C 7.579 -18.634 14.153
H 10.002 -25.708 5.969
C 1.417 -20.882 15.105
O 1.827 -23.434 12.692
H 9.749 -17.117 10.587
C 7.420 -25.577 3.738
O 7.289 -20.716 8.893
O 3.403 -21.234 13.821
C 4.810 -20.656 4.574
H 11.112 -19.249 10.703
O 4.305 -19.266 11.722
O 4.036 -17.153 5.435
H 6.150 -20.183 14.936
H 9.903 -18.481 2.692
H 9.426 -15.717 9.602
O 7.043 -24.743 5.911
H 7.571 -23.459 12.996
H 11.755 -22.559 11.275
H 6.618 -18.939 4.012
H 7.571 -25.375 2.678
C 9.828 -19.267 3.444
C 6.148 -22.024 12.223
H 6.426 -21.254 12.942
H 3.659 -17.980 9.375
H 11.320 -21.534 7.890
H 13.037 -20.217 6.405
O 6.422 -23.193 7.943
H 6.575 -18.921 16.058
H 4.677 -14.550 6.414
C 4.732 -15.458 7.014
H 12.379 -19.585 8.914
H 7.732 -20.171 15.684
C 10.886 -21.068 12.100
H 10.505 -23.163 7.696
C 9.032 -18.255 14.539
H 7.705 -25.394 6.157
H 3.141 -23.801 11.193
C 2.956 -20.719 15.031
H 0.979 -19.061 10.880
H 8.284 -22.387 11.817
H 1.614 -19.020 12.521
H 9.410 -27.339 9.584
C 9.647 -21.587 6.489
H 0.176 -24.553 11.007
C 5.300 -20.369 6.015
H 3.730 -20.517 13.272
V 5.801 -17.592 11.695
H 9.459 -25.187 8.232
H 13.574 -18.606 6.164
C 13.386 -19.339 6.949
H 3.235 -23.981 8.518
H 9.618 -17.534 7.768
C 8.945 -16.542 10.127
H 8.318 -18.496 7.295
C 7.996 -17.381 9.228
C 8.984 -27.271 8.583
C 10.487 -19.722 11.460
H 8.117 -21.200 8.946
C 5.086 -16.767 6.294
C 8.864 -18.198 8.191
H 6.662 -23.690 7.157
O 10.936 -22.077 11.137
H 3.538 -21.128 15.857
H 5.268 -17.525 7.056
H 6.175 -19.719 6.012
H 7.621 -19.313 13.302
C 3.165 -19.366 10.956
H 11.786 -21.069 12.714
O 4.694 -19.395 3.838
O 6.830 -17.529 13.712
H 10.102 -21.296 12.823
H 1.678 -25.565 10.899
C 1.215 -24.603 10.682
H 8.152 -26.332 4.027
H 5.307 -22.609 12.595
H 4.245 -17.986 5.006
H 10.760 -26.317 7.968
H 1.114 -21.929 15.075
O 14.661 -19.557 7.449
H 3.828 -22.429 8.150
H 8.259 -23.849 4.608
C 6.967 -19.531 15.244
H 12.928 -17.971 8.501
C 9.686 -26.179 7.843
C 1.830 -18.752 11.487
H 5.437 -15.367 7.841
H 1.877 -17.664 11.536
H 8.333 -20.538 4.375
H 6.033 -16.615 5.775
H 8.707 -22.130 6.393
O 5.883 -21.465 10.957
H 11.537 -18.661 7.650
H 5.232 -20.777 11.111
C 8.359 -19.759 3.613
C 7.376 -22.939 12.058
H 2.980 -20.436 10.861
H 0.986 -20.353 15.955
H 3.950 -23.670 6.920
H 6.452 -26.077 3.718
H 10.140 -18.915 12.105
H 5.512 -21.342 4.100
H 5.319 -23.716 9.625
H 9.478 -20.515 6.597
H 10.294 -21.704 5.619
H 4.620 -19.846 6.688
C 7.302 -24.371 4.626
H 2.306 -22.662 12.999
H 5.686 -21.244 6.537
H 9.967 -21.988 9.714
C 4.048 -23.484 7.989
H 7.482 -16.637 8.619
H 9.566 -19.957 10.927
H 10.191 -18.872 4.393
H 7.172 -23.711 11.315
H 3.707 -15.549 7.374
H 6.649 -21.236 9.385
H 10.574 -20.033 3.228
O 7.139 -18.213 9.938
H 15.207 -18.792 7.252
H 7.897 -27.194 8.601
H 9.190 -28.234 8.116
H 2.557 -19.090 8.881
H 5.555 -24.988 8.428
C 12.509 -18.888 8.086
H 3.832 -21.138 4.582
H 4.335 -19.573 9.109
H 9.560 -19.152 14.863
H 9.449 -19.019 8.605
C 2.098 -23.505 11.308
O 9.337 -26.181 6.476
C 3.460 -19.046 9.490
H 0.940 -20.424 14.238
C 10.386 -22.081 7.767
H 6.696 -23.576 4.192
H 3.102 -19.639 15.035
H 3.931 -19.490 3.263
H 8.987 -17.557 15.375
O 9.471 -21.905 8.896
C 5.364 -23.923 8.556
H 7.995 -20.083 2.638
H 1.307 -24.530 9.598
O 7.540 -18.676 3.954
H 1.768 -22.575 10.846
*
```

---

(2)
This record from the OMol25 dataset describes a molecular structure, C34H100N14O26. The level of theory is wB97M-V/def2-TZVPD.

F_max (eV/Å): 9.6
E_tot (Ha): -4076.6043
Frontier orbital gap (eV): 6.60
LUMO level (hartree): -0.1713

Structure (ORCA input):
```
! RIJCOSX wB97M-V def2-TZVPD def2/J DEFGRID3
* xyz 2 1
H -27.908 -2.005 -4.804
N -28.790 -1.996 -0.715
C -28.692 -4.354 -12.120
H -24.468 -6.150 -9.828
H -22.392 2.300 -4.684
H -24.591 -7.770 -0.453
C -24.090 -5.302 -0.915
H -24.286 -4.319 -1.341
H -24.909 -9.086 -4.472
H -25.256 5.880 -6.645
N -24.097 -1.316 -6.931
H -24.380 1.975 0.412
H -23.494 -8.526 -3.914
O -27.413 -4.883 -11.717
H -19.498 -4.952 -2.809
H -22.067 4.197 -6.369
O -26.092 -6.386 -5.277
H -25.352 -2.915 -6.902
N -28.970 -3.185 -7.108
C -19.735 -2.476 -1.813
H -28.994 -5.111 -7.978
O -18.620 1.468 -5.078
H -28.614 -3.322 -11.789
O -23.148 3.227 -7.784
H -24.220 5.323 -5.516
H -24.016 5.588 -8.431
C -20.402 -2.698 -4.052
N -25.822 1.677 -6.176
N -24.505 -8.394 -3.843
H -22.245 1.711 -6.597
C -26.041 -6.803 -11.276
H -27.926 -6.781 -12.282
H -24.424 -0.576 -3.272
N -25.450 -6.070 -10.091
O -24.665 1.525 -5.661
N -26.011 -6.700 -6.485
O -29.925 -2.252 -1.182
C -22.876 6.873 -7.067
H -26.519 -8.530 -10.147
O -26.601 0.716 -6.134
O -26.598 -5.994 -7.341
H -26.535 -8.725 -11.947
H -18.956 3.392 -3.709
H -20.247 3.925 -2.824
H -19.797 -1.393 -1.824
H -29.195 -3.792 -9.183
H -21.341 2.218 -7.977
H -23.039 0.942 0.971
H -23.429 -10.174 -2.159
H -23.836 3.679 2.378
H -28.816 -4.578 -13.177
H -16.962 0.790 -6.058
H -22.448 0.934 -3.649
H -27.366 -2.034 -7.884
C -18.898 -2.878 -0.625
C -18.043 0.695 -6.110
H -21.064 -3.525 -3.821
H -24.916 -0.804 -6.578
H -23.021 -5.198 -0.700
N -22.494 -0.920 -0.399
C -28.696 -4.107 -8.267
H -23.409 -2.571 -4.550
H -25.653 -5.067 -10.175
H -23.200 -7.711 -1.407
H -26.136 -0.965 -3.013
H -17.290 -1.923 -2.828
N -19.151 -2.916 -3.185
C -30.436 -3.074 -6.777
C -24.335 -2.763 -6.545
H -20.411 1.795 -5.925
H -23.643 -1.114 -0.307
O -19.828 -2.111 -7.955
H -23.389 -4.686 -6.897
H -26.714 0.305 1.960
H -21.557 4.561 -7.974
H -23.629 7.633 -6.842
H -28.729 -4.801 -5.654
O -22.801 0.071 0.272
H -25.914 -6.422 -9.246
H -20.334 4.049 -4.363
C -18.767 -4.362 -3.356
C -20.524 1.979 -3.721
H -27.627 -4.033 -8.454
O -25.429 -3.073 -9.620
O -20.164 -0.098 -8.583
H -18.345 -0.352 -5.999
H -17.900 -2.408 -0.610
N -24.534 5.180 -6.473
N -25.586 -1.920 -10.113
C -28.266 -3.848 -5.897
O -22.372 -0.797 -1.647
C -28.179 -3.045 -4.603
H -29.322 -2.784 -3.012
C -27.435 -6.252 -11.458
H -23.234 -0.949 -6.520
C -22.365 2.058 -7.629
H -19.974 -2.796 -5.052
H -26.015 -8.550 -2.518
C -28.365 -1.866 -7.485
H -27.385 -3.519 -4.023
H -28.355 -1.105 -6.709
C -24.498 -10.024 -2.007
H -25.058 -0.271 -1.112
H -18.664 -4.559 -4.418
H -20.332 0.299 -5.070
H -23.472 -3.649 -8.276
N -20.362 -1.000 -7.754
H -22.798 1.234 -8.188
O -25.394 -1.909 -4.694
N -26.396 0.417 0.996
O -27.795 -2.133 -1.472
H -18.389 -4.494 0.346
H -23.548 2.840 3.892
O -25.023 -0.915 -9.645
H -24.817 -0.751 1.856
C -25.193 -1.338 -3.413
O -25.419 -7.735 -6.909
H -22.510 2.485 -2.900
C -22.034 1.940 -3.715
O -26.195 2.759 -6.659
C -23.455 2.751 2.812
H -28.016 -6.484 -10.551
H -29.509 -4.816 -11.556
H -20.167 1.410 -2.863
H -19.276 -2.440 0.307
H -22.287 7.312 -7.872
H -24.990 -8.700 -11.149
H -17.839 -4.507 -2.807
C -23.464 5.542 -7.496
O -29.417 -3.056 -3.941
C -24.901 -0.082 1.003
C -26.007 -8.320 -11.084
H -25.428 -6.392 -12.081
O -26.283 -1.808 -11.131
C -18.034 -1.998 -3.618
C -20.022 1.348 -5.001
N -19.977 3.398 -3.659
H -24.794 -10.234 -0.981
H -27.262 -3.946 -6.306
H -20.830 -1.706 -3.941
H -24.082 -1.140 -7.943
H -25.276 -1.799 -0.187
H -28.944 -1.456 -8.314
H -26.375 1.405 0.769
O -24.455 -6.270 -1.895
H -24.696 -7.429 -4.133
H -24.767 -3.780 -4.676
H -17.565 -2.362 -4.528
H -24.912 -2.246 -2.867
H -30.912 -2.573 -7.624
H -22.418 2.551 2.539
O -18.742 -4.268 -0.518
H -24.658 -5.470 -0.001
O -20.979 -0.794 -6.676
H -27.088 -0.114 0.456
H -20.687 -2.991 -1.710
C -24.934 -8.618 -2.395
H -18.455 -1.006 -3.770
C -23.280 -3.640 -7.204
C -24.354 -2.832 -5.032
H -18.443 0.977 -7.088
H -22.276 -3.368 -6.876
H -24.949 4.232 -6.514
H -22.242 6.804 -6.182
C -22.458 4.381 -7.380
O -22.275 -2.018 0.155
H -30.633 -2.385 -5.961
O -28.655 -1.570 0.456
C -24.706 -0.876 -0.276
O -24.341 1.696 2.430
C -24.091 1.199 1.132
H -30.771 -4.101 -6.680
H -25.027 -10.769 -2.604
C -24.294 -7.598 -1.495
*
```